[1]
Here is a cluster of 2 separate species, C9H21BrP in total from OMol25. Energies are from wB97M-V/def2-TZVPD.

```
! RIJCOSX wB97M-V def2-TZVPD def2/J DEFGRID3
* xyz 1 1
Br 3.838 0.363 0.222
P -0.041 0.476 0.104
C 0.761 -2.316 -0.365
C 0.502 1.021 -1.505
C -0.352 1.564 2.734
C -2.440 -0.423 -1.061
C -0.295 2.248 -1.983
C -1.840 0.297 0.216
C 0.468 1.634 1.387
C 0.623 -1.074 0.486
C 1.854 -3.230 0.173
H -2.948 0.053 -1.858
H -2.096 -0.223 1.194
H 2.625 -2.530 0.405
H 0.421 0.207 -2.100
H -1.718 -1.200 -1.429
H -1.422 1.908 2.558
H 0.257 3.049 -1.724
H -0.294 2.334 -3.030
H -0.054 -3.015 -0.157
H 1.604 -3.788 0.977
H 0.251 2.042 3.374
H 2.119 -3.907 -0.758
H -2.464 1.145 0.243
H -3.351 -1.067 -0.731
H 1.005 -1.960 -1.466
H -0.381 0.441 3.128
H 0.454 2.746 1.141
H 0.942 -1.411 1.535
H 1.653 1.127 -1.589
H 1.584 1.353 1.511
H -1.267 2.136 -1.629
*
```

Computed properties:
orbital gap (spin up / spin down): 5.314 / 5.318 eV
energy relative to the best compared isomer or geometry (same formula, charge and spin): 2.2100 eV
E_LUMO (spin up / spin down): -7.2411 / -7.2392 eV

[2]
Here is a cluster of 2 separate species, C14H16 in total from OMol25. Energies are from wB97M-V/def2-TZVPD.

```
! RIJCOSX wB97M-V def2-TZVPD def2/J DEFGRID3
* xyz 1 2
C -1.032 1.789 1.516
C 1.310 2.202 1.262
C -1.125 -1.588 -0.812
C -1.771 -1.814 -2.010
C -0.053 2.566 1.003
C -1.073 -1.632 -3.209
C 0.844 -0.804 -1.965
C 0.147 -1.008 -0.792
C 1.680 1.153 2.122
C -0.676 0.649 2.308
C 0.682 0.457 2.731
C 0.239 -1.187 -3.159
C -1.702 -0.353 2.571
C 2.184 -0.126 -1.994
H -1.629 -1.863 0.102
H 2.735 0.952 2.279
H -1.430 -1.967 -4.173
H -2.090 1.967 1.387
H -2.841 -1.961 -2.112
H 2.063 2.832 0.807
H 2.110 0.930 -2.278
H 2.614 -0.126 -0.985
H 0.886 -0.254 3.521
H -2.583 -0.256 1.935
H 0.456 -0.755 0.219
H 0.824 -0.976 -4.055
H -0.206 3.445 0.394
H -2.078 -0.319 3.591
H -1.361 -1.392 2.496
H 2.876 -0.560 -2.702
*
```

Computed properties:
orbital gap (spin up / spin down): 7.290 / 3.738 eV
energy relative to the best compared isomer or geometry (same formula, charge and spin): 0.4343 eV
E_LUMO (spin up / spin down): -4.4359 / -7.9875 eV

[3]
Here is a cluster of 3 separate species, C4H12O4 in total from OMol25. Energies are from wB97M-V/def2-TZVPD.

```
! RIJCOSX wB97M-V def2-TZVPD def2/J DEFGRID3
* xyz 0 1
O -3.071 -0.462 -0.430
O 1.310 -2.229 -1.486
O 0.884 0.564 -2.715
O 1.954 0.601 2.449
C 0.801 0.207 0.420
C 0.611 0.536 1.937
C -0.401 0.219 -0.492
C 0.024 0.932 -1.809
H 2.399 1.358 2.555
H 1.038 -1.472 -1.202
H -0.976 -0.709 -0.610
H -1.139 0.900 0.124
H 0.006 1.469 2.230
H -3.505 -1.261 0.174
H 1.453 -0.769 0.692
H 0.824 -2.491 -2.199
H -3.700 0.183 -0.348
H 0.264 -0.300 2.620
H -0.427 1.858 -1.953
H 1.652 0.864 0.044
*
```

Computed properties:
orbital gap: 10.194 eV
energy relative to the best compared isomer or geometry (same formula, charge and spin): 4.3981 eV
SMILES string: O=CCCCO.O.O
E_LUMO: 0.2439 eV

[4]
Here is the molecule C6H14Si from OMol25. Energies are from wB97M-V/def2-TZVPD.

```
! RIJCOSX wB97M-V def2-TZVPD def2/J DEFGRID3
* xyz 0 1
Si -1.939 1.639 -0.946
C -0.573 -1.707 1.099
C 2.042 -0.483 1.227
C -1.366 -0.144 -1.061
C 1.349 0.984 -0.780
C -0.180 -0.631 0.177
C 1.008 -0.152 0.116
H 1.795 -1.527 1.398
H -0.977 -0.467 -1.976
H 1.845 -0.044 2.211
H 3.055 -0.404 0.956
H -2.132 -0.908 -0.784
H 0.117 -2.475 1.362
H 0.512 1.194 -1.569
H -1.957 2.063 -2.247
H -3.203 1.725 -0.353
H -1.473 -2.264 0.764
H -0.891 -1.318 2.044
H 2.291 0.675 -1.265
H -0.861 2.422 -0.259
H 1.540 1.820 -0.114
*
```

Computed properties:
orbital gap: 9.800 eV
energy relative to the best compared isomer or geometry (same formula, charge and spin): 2.4693 eV
SMILES string: CC(C)=C(C)C[SiH3]
E_LUMO: 0.9536 eV